Below is 11 unconnected molecules or ions with the total composition C60H55N11O10, with properties calculated with ωB97M-V with the def2-TZVPD basis set.

Calculated values
Structure (SMILES) ... O=[N+]([O-])c1ccccc1.O=[N+]([O-])c1ccccc1.O=[N+]([O-])c1ccccc1.O=[N+]([O-])c1ccccc1.O=[N+]([O-])c1ccccc1.c1ccncc1.c1ccncc1.c1ccncc1.c1ccncc1.c1ccncc1.c1ccncc1
Gap between HOMO and LUMO ... 8.3 eV
Energy relative to the best compared isomer or geometry (same formula, charge and spin) ... 0.00 kcal per mole
Net charge ... 0

```
136
Properties=species:S:1:pos:R:3:lowdin_charge:R:1
C -33.67816 -24.15950 -8.56341 -0.0732
C -33.13598 -25.29004 -9.16810 -0.0470
C -33.07520 -26.47323 -8.44181 -0.0133
C -33.63642 -26.55050 -7.18037 -0.1449
C -34.23639 -25.44984 -6.61175 -0.0062
C -34.26208 -24.24707 -7.31255 -0.0803
N -33.47408 -27.76981 -6.37656 -0.3267
O -32.64345 -28.58308 -6.73525 0.0634
O -34.22533 -27.91835 -5.43386 0.0905
H -33.73830 -23.24701 -9.14783 0.1093
H -32.74936 -25.31569 -10.17749 0.1017
H -32.61806 -27.28776 -8.98189 0.1008
H -34.57601 -25.44851 -5.58496 0.1246
H -34.86029 -23.45035 -6.89103 0.1113
C -29.23029 -34.75232 -10.65444 -0.0696
C -29.09475 -35.78546 -11.57680 -0.0584
C -29.88026 -35.76483 -12.71218 -0.0077
C -30.78922 -34.74556 -12.91702 -0.1654
C -30.94859 -33.72506 -12.00220 -0.0076
C -30.12602 -33.71950 -10.88794 -0.0765
N -31.50790 -34.67603 -14.19304 -0.3484
O -32.29791 -33.76465 -14.34449 0.0705
O -31.27991 -35.53151 -15.03123 0.0668
H -28.56814 -34.68786 -9.79893 0.1094
H -28.32561 -36.53404 -11.44639 0.1079
H -29.79637 -36.53822 -13.46313 0.1192
H -31.57792 -32.85620 -12.12621 0.1216
H -30.15338 -32.92729 -10.14631 0.0651
C -31.23804 -22.36819 -3.42334 -0.0712
C -31.67073 -22.34800 -4.74327 -0.0560
C -31.39293 -23.44089 -5.54013 -0.0164
C -30.64115 -24.47590 -5.03995 -0.1438
C -30.17914 -24.49557 -3.73499 0.0081
C -30.52600 -23.44146 -2.90963 -0.0609
N -30.32869 -25.62052 -5.90915 -0.3224
O -29.91121 -26.63447 -5.39887 0.0900
O -30.51932 -25.46957 -7.10680 0.0583
H -31.47704 -21.57723 -2.72171 0.1086
H -32.23719 -21.49307 -5.08211 0.1091
H -31.66274 -23.42950 -6.58708 0.1067
H -29.54530 -25.32802 -3.46245 0.1233
H -30.16845 -23.42881 -1.88939 0.1105
C -27.19393 -27.97136 -6.99407 -0.0676
C -26.87542 -26.68434 -7.42234 -0.0627
C -25.67466 -26.13399 -7.00930 -0.0112
C -24.87713 -26.82435 -6.10056 -0.1640
C -25.21902 -28.09372 -5.68057 -0.0042
C -26.38674 -28.69097 -6.12203 -0.0472
N -23.65725 -26.19258 -5.61907 -0.3640
O -22.65378 -26.87442 -5.55044 0.0867
O -23.73176 -25.01601 -5.31275 0.0776
H -28.11564 -28.40177 -7.37353 0.0821
H -27.47860 -26.14397 -8.13849 0.1050
H -25.36102 -25.16082 -7.36774 0.1189
H -24.59535 -28.63426 -4.97643 0.1238
H -26.72092 -29.68113 -5.84344 0.0820
C -30.76123 -31.06536 -18.68626 -0.0698
C -30.35666 -32.29054 -18.16415 -0.0549
C -30.06846 -32.40530 -16.81458 0.0032
C -30.15838 -31.27390 -16.01773 -0.1423
C -30.55410 -30.05931 -16.53306 -0.0030
C -30.96088 -29.97460 -17.85635 -0.0606
N -29.70003 -31.35080 -14.62569 -0.3058
O -29.21719 -32.40025 -14.23702 0.0799
O -29.72598 -30.32706 -13.95750 0.0466
H -30.88421 -30.98158 -19.75942 0.1080
H -30.28258 -33.16786 -18.79153 0.1110
H -29.69828 -33.33821 -16.41468 0.1171
H -30.64617 -29.21736 -15.85847 0.1056
H -31.19327 -29.01228 -18.29127 0.1085
N -28.10588 -31.30267 -4.52636 0.0499
C -27.93293 -32.32715 -3.71226 -0.1528
C -29.00443 -33.10556 -3.26411 -0.0711
C -30.29106 -32.75978 -3.62016 -0.0755
C -30.47524 -31.70318 -4.49693 -0.0533
C -29.35903 -30.96601 -4.85029 -0.1362
H -26.91558 -32.60944 -3.46454 0.1028
H -28.80574 -33.95088 -2.61556 0.0996
H -31.13149 -33.31679 -3.22477 0.1046
H -31.42542 -31.47488 -4.96349 0.0872
H -29.41816 -30.13359 -5.54481 0.0883
N -30.13291 -30.67824 -9.48324 0.0733
C -29.96488 -30.21168 -10.72620 -0.1510
C -29.92956 -28.85848 -11.03176 -0.0627
C -30.23585 -27.94096 -10.03568 -0.0567
C -30.38989 -28.39943 -8.73814 -0.0979
C -30.43469 -29.78316 -8.55217 -0.1521
H -29.85021 -30.95710 -11.50659 0.0819
H -29.90998 -28.55371 -12.06464 0.0503
H -30.34292 -26.90008 -10.32869 0.1056
H -30.62584 -27.77322 -7.89225 0.0628
H -30.48412 -30.11840 -7.51834 0.0874
N -23.97292 -31.56560 -12.09181 0.0523
C -24.24656 -30.25436 -12.10926 -0.1535
C -25.47985 -29.72507 -11.78839 -0.0953
C -26.48538 -30.58715 -11.37155 -0.0660
C -26.19655 -31.93118 -11.29380 -0.0584
C -24.92274 -32.36459 -11.65988 -0.1671
H -23.38959 -29.60406 -12.25867 0.1029
H -25.64519 -28.65786 -11.73846 0.0997
H -27.48302 -30.22940 -11.15999 0.0790
H -26.94416 -32.67288 -11.04582 0.0884
H -24.74309 -33.43579 -11.64302 0.1008
N -33.77935 -33.22818 -5.21718 0.0539
C -32.95850 -34.20336 -5.60670 -0.1667
C -32.19892 -34.12923 -6.76650 -0.0693
C -32.21288 -32.94499 -7.47152 -0.0831
C -33.04605 -31.92079 -7.07586 -0.0821
C -33.87053 -32.14624 -5.97626 -0.1587
H -32.83415 -35.01685 -4.89829 0.1020
H -31.53404 -34.93544 -7.04472 0.1022
H -31.46113 -32.81054 -8.24349 0.0829
H -33.10282 -30.98693 -7.61686 0.0874
H -34.55198 -31.38656 -5.60778 0.1055
N -27.80853 -28.09829 -13.52516 0.0629
C -28.27583 -26.86283 -13.64347 -0.1600
C -27.85498 -26.01710 -14.65575 -0.0687
C -26.92562 -26.46838 -15.58926 -0.0780
C -26.42116 -27.74421 -15.42639 -0.0636
C -26.94481 -28.55690 -14.42283 -0.1524
H -28.90786 -26.45169 -12.86487 0.0854
H -28.15768 -24.97620 -14.65789 0.1009
H -26.48854 -25.76457 -16.28563 0.1040
H -25.78781 -28.19529 -16.18363 0.1033
H -26.65424 -29.58797 -14.26097 0.1030
N -31.49205 -25.95922 -13.24873 0.0601
C -32.27502 -24.92193 -13.47089 -0.1647
C -33.51811 -25.02239 -14.08042 -0.0705
C -33.90285 -26.26004 -14.56980 -0.0763
C -33.02638 -27.32086 -14.43204 -0.0619
C -31.83638 -27.14454 -13.72720 -0.1423
H -31.92340 -23.94188 -13.16602 0.1042
H -34.08782 -24.13218 -14.31472 0.1023
H -34.85454 -26.34919 -15.07899 0.1076
H -33.31778 -28.29565 -14.80688 0.1050
H -31.17718 -28.00317 -13.68239 0.0787
```